1.
Entry from the OMol25 dataset: C16H24BrF13NbO8 as an isolated structure in a non-equilibrium geometry (ωB97M-V with the def2-TZVPD basis set).

Geometry as XYZ:
```
63
Properties=species:S:1:pos:R:3:lowdin_charge:R:1
F 5.950 2.980 -1.358 -0.60
Nb 4.140 3.184 -1.319 0.77
Br 1.579 3.358 -1.388 -0.35
H 4.142 4.887 -0.604 -0.18
H 4.014 2.784 0.488 -0.17
H 3.890 1.414 -1.853 -0.18
H 4.160 4.005 -2.948 -0.15
C 5.497 0.320 3.184 -0.06
C 4.495 -0.725 3.621 -0.20
O 3.218 -0.119 3.931 0.02
C 2.459 0.136 2.872 -0.41
O 2.700 -0.114 1.734 0.17
C 1.136 0.804 3.318 -0.54
F 1.331 1.733 4.258 0.17
F 0.329 -0.150 3.843 0.13
F 0.510 1.350 2.291 0.18
H 5.600 1.090 3.948 0.08
H 6.469 -0.148 3.024 0.08
H 5.185 0.797 2.255 0.07
H 4.796 -1.218 4.544 0.12
H 4.351 -1.483 2.852 0.12
C -0.199 -2.722 2.006 -0.05
C -1.688 -2.937 2.114 -0.18
O -2.244 -3.474 0.884 0.04
C -2.157 -4.775 0.724 -0.42
O -1.678 -5.587 1.462 0.16
C -2.856 -5.183 -0.599 -0.54
F -2.545 -4.366 -1.606 0.17
F -4.192 -5.142 -0.425 0.15
F -2.524 -6.426 -0.940 0.17
H 0.038 -2.074 1.162 0.10
H 0.166 -2.258 2.917 0.07
H 0.325 -3.668 1.865 0.08
H -2.214 -1.997 2.263 0.13
H -1.947 -3.604 2.935 0.12
C -6.678 -4.747 2.301 -0.06
C -7.385 -3.450 2.617 -0.19
O -7.336 -3.157 4.036 0.03
C -6.218 -2.594 4.461 -0.41
O -5.259 -2.307 3.811 0.17
C -6.320 -2.300 5.980 -0.55
F -6.852 -3.332 6.645 0.16
F -7.102 -1.228 6.177 0.16
F -5.118 -2.046 6.484 0.18
H -7.099 -5.564 2.887 0.08
H -6.793 -4.979 1.242 0.08
H -5.614 -4.676 2.522 0.08
H -8.447 -3.504 2.389 0.12
H -6.954 -2.614 2.068 0.13
C 2.592 4.052 -9.050 -0.06
C 2.094 5.424 -8.654 -0.20
O 2.297 5.664 -7.249 0.03
C 3.507 6.075 -6.897 -0.39
O 4.434 6.282 -7.626 0.16
C 3.559 6.300 -5.362 -0.56
F 2.955 5.317 -4.718 0.14
F 2.930 7.460 -5.081 0.15
F 4.820 6.403 -4.964 0.17
H 2.116 3.285 -8.439 0.09
H 2.359 3.862 -10.098 0.08
H 3.670 3.978 -8.915 0.08
H 1.019 5.511 -8.794 0.12
H 2.585 6.210 -9.228 0.12
```

Calculated total energy in eV: -140282.414
Total charge: -1
Frontier orbital gap in eV: 6.4
F_max in eV/A: 1.4
Highest occupied orbital energy in eV: -4.50
LUMO level in eV: 1.90



2.
Entry from the OMol25 dataset: C38H44N3O2PPdS as an isolated structure (ωB97M-V with the def2-TZVPD basis set).

Geometry as XYZ:
```
90
Properties=species:S:1:pos:R:3:lowdin_charge:R:1
Pd -0.185 1.317 0.638 0.84
C 4.828 -2.718 -3.502 -0.05
C 4.477 -1.665 -2.487 -0.28
C 5.184 -1.571 -1.287 -0.04
C 4.869 -0.609 -0.346 -0.07
C 3.816 0.266 -0.583 -0.36
C 3.111 0.200 -1.771 -0.09
C 3.449 -0.762 -2.717 -0.06
S 3.517 1.558 0.630 0.92
O 2.097 -1.006 1.002 0.02
O 3.698 0.982 1.972 -0.48
N 1.906 1.966 0.330 -0.28
C 1.872 3.203 -0.288 -0.35
C 2.850 3.784 -1.089 -0.06
C 2.763 5.123 -1.506 -0.07
C 1.714 5.927 -1.156 -0.06
C 0.663 5.366 -0.398 -0.16
C -0.454 6.111 0.032 0.00
C -1.423 5.502 0.777 -0.04
C -1.311 4.131 1.038 -0.15
N -0.299 3.392 0.634 -0.02
C 0.723 4.005 -0.030 -0.16
H 5.748 -2.464 -4.033 0.08
H 4.038 -2.829 -4.243 0.07
H 4.985 -3.686 -3.025 0.07
H 5.987 -2.272 -1.087 0.11
H 5.400 -0.561 0.596 0.11
H 2.285 0.883 -1.946 0.10
H 2.886 -0.822 -3.641 0.11
H 3.713 3.211 -1.397 0.09
H 3.567 5.521 -2.112 0.11
H 1.662 6.966 -1.453 0.11
H -0.516 7.161 -0.223 0.12
H -2.286 6.038 1.146 0.11
H -2.095 3.629 1.581 0.07
C -3.120 0.928 3.292 -0.10
C -3.497 1.633 1.986 -0.52
C -5.011 1.629 1.752 -0.09
P -2.441 0.950 0.617 1.02
C -3.221 1.426 -0.982 -0.53
C -3.294 2.932 -1.213 -0.11
C -2.477 0.730 -2.121 -0.11
C -2.606 -0.822 0.698 -0.31
C -3.805 -1.535 0.777 -0.05
C -3.828 -2.909 0.896 -0.29
C -5.114 -3.682 0.996 -0.06
C -2.586 -3.555 0.939 -0.03
C -1.392 -2.884 0.835 0.00
C -1.362 -1.470 0.688 -0.31
N -0.214 -0.734 0.521 -0.05
C 0.945 -1.551 0.443 -0.43
C 1.164 -2.311 -0.813 -0.18
C 0.428 -1.884 -2.046 -0.03
C 2.008 -3.354 -0.801 0.00
C 2.585 -3.904 0.412 -0.26
C 3.448 -5.126 0.274 -0.05
C 2.301 -3.361 1.607 0.04
C 1.553 -2.104 1.724 -0.37
C 0.962 -1.749 3.060 0.01
H -3.584 1.442 4.135 0.08
H -2.039 0.927 3.447 0.07
H -3.457 -0.108 3.292 0.08
H -3.230 2.685 2.108 0.07
H -5.434 0.629 1.770 0.06
H -5.292 2.107 0.814 0.06
H -5.487 2.188 2.560 0.09
H -4.236 1.016 -0.929 0.11
H -2.295 3.355 -1.320 0.07
H -3.806 3.462 -0.408 0.07
H -3.836 3.133 -2.139 0.09
H -1.425 1.030 -2.138 0.07
H -2.927 1.003 -3.077 0.08
H -2.514 -0.354 -2.018 0.07
H -4.748 -1.009 0.733 0.09
H -5.974 -3.041 0.802 0.07
H -5.244 -4.118 1.989 0.08
H -5.143 -4.501 0.276 0.08
H -2.560 -4.634 1.050 0.12
H -0.476 -3.455 0.868 0.11
H 0.599 -0.827 -2.257 0.07
H -0.649 -2.019 -1.924 0.07
H 0.751 -2.473 -2.905 0.08
H 2.208 -3.878 -1.731 0.12
H 2.962 -5.885 -0.342 0.08
H 3.679 -5.562 1.245 0.08
H 4.392 -4.870 -0.214 0.08
H 2.632 -3.841 2.521 0.12
H 1.701 -1.912 3.846 0.09
H 0.085 -2.365 3.272 0.08
H 0.678 -0.696 3.074 0.08
```

Calculated total energy in eV: -72289.243
Frontier orbital gap in eV: 6.8
F_max in eV/A: 0.5
Highest occupied orbital energy in eV: -7.03
LUMO level in eV: -0.19



3.
Entry from the OMol25 dataset: C48H46BrCaN8O4P as an isolated structure in a non-equilibrium geometry (ωB97M-V with the def2-TZVPD basis set).

Geometry as XYZ:
```
109
Properties=species:S:1:pos:R:3:lowdin_charge:R:1
Ca 0.983 -0.159 -0.522 1.24
O 6.375 -1.575 1.158 0.04
C 5.757 -2.671 0.607 -0.29
C 6.541 -3.762 0.220 -0.05
C 5.976 -4.958 -0.196 -0.13
C 4.606 -5.061 -0.325 -0.10
C 3.855 -3.921 -0.046 -0.02
C 4.402 -2.717 0.396 -0.08
C 3.329 -1.570 0.502 -0.51
O 2.138 -1.991 0.051 -0.35
N 3.254 -1.147 1.907 0.00
N 2.281 -0.176 2.058 0.03
C 1.949 0.113 3.271 -0.22
C 1.033 1.146 3.577 -0.62
Br 0.063 1.772 2.091 0.85
C 0.678 1.593 4.828 -0.11
C 1.378 1.230 6.050 -0.22
C 2.744 0.857 6.099 -0.05
C 3.360 0.546 7.282 -0.08
C 2.593 0.503 8.466 -0.11
C 1.255 0.843 8.433 -0.11
C 0.657 1.226 7.239 -0.05
H 5.676 -0.959 1.439 0.09
H 7.609 -3.627 0.303 0.10
H 6.646 -5.787 -0.419 0.09
H 4.111 -5.980 -0.634 0.09
H 2.783 -3.850 -0.191 0.11
H 3.701 -0.657 -0.046 0.13
H 3.028 -1.962 2.495 0.14
H 2.349 -0.451 4.096 0.11
H -0.153 2.295 4.856 0.09
H 3.271 0.871 5.149 0.11
H 4.411 0.290 7.273 0.10
H 3.057 0.258 9.421 0.09
H 0.668 0.796 9.350 0.10
H -0.404 1.425 7.159 0.11
O 1.925 -0.380 -2.601 -0.22
C 1.495 -0.673 -3.780 -0.42
C 2.315 -0.438 -4.931 -0.02
C 1.863 -0.529 -6.246 -0.13
C 0.559 -0.935 -6.492 -0.16
C -0.229 -1.328 -5.414 -0.08
C 0.247 -1.255 -4.086 -0.18
C -0.616 -1.844 -3.065 -0.11
N -0.561 -1.579 -1.792 -0.06
N -1.431 -2.354 -1.028 0.01
C -1.333 -2.096 0.281 -0.53
O -0.645 -1.174 0.786 -0.23
C -2.223 -2.945 1.153 -0.16
C -2.950 -3.957 0.519 -0.06
C -3.863 -4.712 1.227 -0.11
C -3.998 -4.502 2.608 -0.12
C -3.209 -3.538 3.252 -0.10
C -2.334 -2.753 2.516 -0.04
H 3.300 -0.022 -4.745 0.10
H 2.517 -0.292 -7.042 0.07
H 0.117 -0.927 -7.495 0.08
H -1.238 -1.702 -5.591 0.09
H -1.327 -2.578 -3.463 0.11
H -2.808 -4.050 -0.563 0.10
H -4.433 -5.470 0.683 0.09
H -4.702 -5.128 3.166 0.09
H -3.306 -3.445 4.332 0.09
H -1.643 -2.032 2.938 0.11
N 0.199 1.905 -2.895 0.12
C -0.108 3.258 -2.671 -0.27
C -1.258 3.784 -3.227 -0.07
C -1.696 5.086 -2.967 -0.13
C -0.954 5.872 -2.106 -0.14
C 0.236 5.358 -1.646 -0.06
C 0.721 4.063 -1.889 -0.13
C 2.074 3.594 -1.431 -0.25
C 3.154 4.440 -1.680 -0.08
C 4.418 4.219 -1.110 -0.13
C 4.524 3.096 -0.327 -0.16
C 3.469 2.235 -0.197 -0.19
C 2.161 2.369 -0.713 -0.12
H -0.148 1.524 -3.771 0.09
H 1.164 1.625 -2.685 0.04
H -1.827 3.151 -3.915 0.10
H -2.605 5.435 -3.461 0.09
H -1.260 6.884 -1.876 0.08
H 0.873 5.996 -1.042 0.10
H 2.991 5.333 -2.309 0.10
H 5.243 4.913 -1.268 0.08
H 5.438 2.853 0.189 0.08
H 3.704 1.351 0.422 0.05
C -6.487 1.137 -0.304 -0.20
N -5.768 1.877 -1.335 -0.18
C -5.775 1.182 -2.586 -0.21
N -5.251 -0.189 -2.483 -0.15
C -6.000 -0.860 -1.465 -0.25
N -6.006 -0.239 -0.157 -0.15
C -4.636 -0.263 0.402 -0.34
P -3.349 0.677 -0.551 1.05
C -4.407 2.181 -0.937 -0.35
C -3.804 -0.185 -2.175 -0.32
H -7.527 1.102 -0.613 0.11
H -6.371 1.672 0.655 0.13
H -5.109 1.734 -3.262 0.12
H -6.784 1.080 -3.000 0.12
H -5.594 -1.889 -1.351 0.13
H -7.049 -0.961 -1.788 0.12
H -4.333 -1.307 0.456 0.07
H -4.671 0.115 1.424 0.08
H -3.908 2.749 -1.732 0.07
H -4.418 2.835 -0.072 0.07
H -3.459 -1.215 -2.068 0.06
H -3.258 0.278 -3.005 0.08
```

Calculated total energy in eV: -168405.082
Total charge: -2
Frontier orbital gap in eV: 5.7
F_max in eV/A: 2.5
Highest occupied orbital energy in eV: -2.03
LUMO level in eV: 3.70



4.
Entry from the OMol25 dataset: C4H6NO as an isolated structure in a non-equilibrium geometry (ωB97M-V with the def2-TZVPD basis set).

Geometry as XYZ:
```
12
Properties=species:S:1:pos:R:3:lowdin_charge:R:1
C -0.725 -0.526 0.252 0.01
C 0.086 0.642 -0.008 -0.40
C -1.688 0.626 0.687 0.11
C 1.486 0.817 0.022 0.02
N -2.157 -0.246 -0.358 0.14
O -0.806 1.607 -0.058 0.11
H -0.399 -1.766 0.748 0.29
H 1.846 1.839 -0.420 0.17
H 1.983 0.021 -0.329 0.06
H 1.649 0.893 1.032 0.09
H -2.262 0.083 -1.341 0.20
H -2.742 -1.068 -0.054 0.20
```

Calculated total energy in eV: -7766.681
Total charge: +1
Frontier orbital gap (spin up / spin down) in eV: 8.0 / 8.8
⟨S²⟩: 2.007
Spin multiplicity: 3
F_max in eV/A: 5.0
Highest occupied orbital energy (spin up / spin down) in eV: -11.60 / -16.51
LUMO level (spin up / spin down) in eV: -3.61 / -7.72



5.
Entry from the OMol25 dataset: one molecule with the formula C5H8O2 in a non-equilibrium geometry (ωB97M-V with the def2-TZVPD basis set).

Geometry as XYZ:
```
15
Properties=species:S:1:pos:R:3:lowdin_charge:R:1
C -1.996 -1.695 -0.041 0.05
C 0.076 -0.426 0.418 -0.55
C 1.182 -0.537 -0.697 -0.06
C 1.384 1.128 -0.874 -0.06
C 0.820 1.721 0.228 -0.15
H -2.927 -1.257 -0.227 0.08
H -1.362 -2.143 -0.842 0.10
H -1.988 -2.382 0.713 0.05
H 0.394 -1.120 1.317 0.18
H 1.026 -0.936 -1.830 0.15
H 2.247 -0.780 -0.121 0.15
H 1.709 1.440 -1.832 0.06
H 0.483 2.784 0.010 0.14
O -1.149 -0.441 0.048 -0.09
O 0.101 0.848 1.028 -0.05
```

Calculated total energy in eV: -9405.083
Frontier orbital gap in eV: 9.4
F_max in eV/A: 6.4
Highest occupied orbital energy in eV: -8.46
SMILES string: CO[C@H]1CC=CO1
LUMO level in eV: 0.98



6.
Entry from the OMol25 dataset: C4H8KO5 as an isolated structure in a non-equilibrium geometry (ωB97M-V with the def2-TZVPD basis set).

Geometry as XYZ:
```
18
Properties=species:S:1:pos:R:3:lowdin_charge:R:1
K 14.930 -7.305 -6.743 0.88
C 15.666 -4.757 -3.566 -0.05
C 14.446 -4.181 -4.394 -0.75
O 13.930 -5.000 -5.227 -0.19
O 14.108 -3.022 -4.109 -0.04
H 15.332 -5.235 -2.645 0.06
H 16.358 -3.933 -3.395 0.06
H 16.210 -5.592 -4.008 0.02
C 18.223 -5.592 -6.145 0.02
C 17.438 -4.710 -7.041 -0.66
O 17.401 -3.503 -6.909 0.32
O 16.779 -5.259 -7.973 0.06
H 19.169 -5.853 -6.619 0.10
H 17.749 -6.567 -6.033 0.07
H 18.320 -5.325 -5.092 0.09
O 12.200 -7.913 -7.719 -0.08
H 11.851 -8.551 -7.098 0.04
H 11.634 -7.990 -8.487 0.05
```

Calculated total energy in eV: -30838.435
Frontier orbital gap (spin up / spin down) in eV: 6.4 / 3.5
⟨S²⟩: 0.757
Spin multiplicity: 2
F_max in eV/A: 4.3
Highest occupied orbital energy (spin up / spin down) in eV: -7.38 / -7.38
LUMO level (spin up / spin down) in eV: -0.96 / -3.83



Look up the calculated total energy of the second one.
-72289.243 eV